11
Properties=species:S:1:pos:R:3:forces:R:3:lowdin_charge:R:1 method="wB97M-V/def2-TZVPD" gap_ev="7.3399 / 7.3373" e_tot_ha=-1059.6064 de_lowest_kcal_mol=85.9
C -1.143 0.234 0.027 -3.2715 -0.8615 0.7254 -0.434
C 1.002 -0.612 0.376 3.4515 -1.0332 1.4149 -0.676
N -0.339 -0.774 0.429 -0.5222 -0.1285 0.6863 -0.465
N 1.669 0.350 -0.301 1.3036 0.9604 -0.3780 0.072
O -3.473 1.336 -0.472 -0.1678 0.8486 0.1069 -0.600
S 0.266 -2.217 -0.377 -0.1548 -0.2589 -0.4034 0.769
S -2.832 0.129 0.053 1.7612 -1.2023 -0.6351 0.905
H -0.758 1.169 0.266 0.7858 2.0534 -0.4731 0.066
H 1.687 -0.838 1.234 -1.4002 -0.5428 -0.2296 0.132
H 1.201 0.877 -1.014 0.3215 -0.0106 -0.4269 0.093
H 2.719 0.346 -0.223 -2.1071 0.1754 -0.3875 0.138